Formula: C26H23N5O6S3SiW
Source: the OMol25 dataset
Level of theory: ωB97M-V/def2-TZVPD

## Properties
Energy above the lowest of the compared OMol25 structures with the same formula, charge and spin ... 248.04 kJ/mol
Highest occupied orbital energy ... -8.25 eV
Frontier orbital gap ... 6.24 eV
Spin multiplicity ... 1
DFT total energy ... -89278.5516 eV

```
65
C26H23N5O6S3SiW ωB97M-V/def2-TZVPD
W 0.084 -1.643 1.033
N -1.210 -3.691 0.314
N -0.505 -4.319 -0.721
C 0.858 -4.027 -0.787
O 1.625 -4.708 -1.413
O 1.148 -2.918 -0.153
H -1.192 -4.229 1.178
H -2.162 -3.548 -0.005
H -0.728 -5.285 -0.917
C 0.778 5.048 2.451
C 1.392 3.749 2.008
C 1.625 3.478 0.659
C 2.085 2.240 0.245
C 2.342 1.265 1.204
C 2.163 1.525 2.556
C 1.697 2.768 2.946
S 2.569 -0.392 0.662
O 1.475 -0.539 -0.383
O 3.898 -0.682 0.249
N 1.972 -1.297 1.822
C 2.632 -2.540 2.303
C 1.590 -3.645 2.415
O 1.866 -4.782 2.656
O 0.339 -3.191 2.257
H 0.575 5.703 1.605
H 1.435 5.575 3.144
H -0.159 4.858 2.978
H 1.410 4.239 -0.081
H 2.209 2.024 -0.809
H 2.334 0.751 3.290
H 1.520 2.963 3.998
H 3.050 -2.397 3.298
H 3.427 -2.842 1.626
S -0.289 -0.749 3.441
C -1.660 0.290 3.214
C -1.734 1.526 3.958
N -1.734 2.530 4.518
C -2.595 -0.054 2.315
S -2.384 -1.569 1.452
C -3.761 0.740 2.038
N -4.702 1.361 1.813
C -3.744 2.580 -1.678
C -3.760 1.532 -2.587
C -2.830 0.508 -2.474
C -1.888 0.512 -1.437
C -1.884 1.578 -0.530
C -2.794 2.614 -0.663
Si -0.790 -0.936 -1.276
C 0.083 -1.054 -2.878
C 0.570 0.147 -3.406
C 1.309 0.136 -4.578
C 1.548 -1.063 -5.242
C 1.057 -2.257 -4.734
C 0.336 -2.254 -3.548
H -4.478 3.372 -1.755
H -4.492 1.513 -3.384
H -2.837 -0.294 -3.206
H -1.165 1.607 0.281
H -2.785 3.432 0.045
H -0.152 0.040 1.109
H 0.371 1.087 -2.905
H 1.693 1.065 -4.980
H 2.123 -1.064 -6.159
H 1.246 -3.189 -5.249
H -0.017 -3.194 -3.141
```

The net atomic charges from Mulliken, expressed in e, are: number 1, W, carries 1.872; number 2, N, carries -0.406; number 3, N, carries -0.195; number 4, C, carries 0.224; number 5, O, carries -0.673; number 6, O, carries -0.875; number 7, H, carries 0.364; number 8, H, carries 0.388; number 9, H, carries 0.287; number 10, C, carries -1.486; number 11, C, carries 0.994; number 12, C, carries -0.882; number 13, C, carries -0.777; number 14, C, carries 0.464; number 15, C, carries -0.513; number 16, C, carries -0.645; number 17, S, carries 1.131; number 18, O, carries -0.421; number 19, O, carries -0.708; number 20, N, carries -0.187; number 21, C, carries -0.494; number 22, C, carries 0.464; number 23, O, carries -0.649; number 24, O, carries -0.642; number 25, H, carries 0.355; number 26, H, carries 0.378; number 27, H, carries 0.318; number 28, H, carries 0.344; number 29, H, carries 0.460; number 30, H, carries 0.443; number 31, H, carries 0.424; number 32, H, carries 0.363; number 33, H, carries 0.373; number 34, S, carries -0.131; number 35, C, carries 0.828; number 36, C, carries -0.125; number 37, N, carries -0.560; number 38, C, carries 0.484; number 39, S, carries -0.417; number 40, C, carries -0.147; number 41, N, carries -0.536; number 42, C, carries -0.538; number 43, C, carries -0.693; number 44, C, carries -0.527; number 45, C, carries 0.607; number 46, C, carries -0.262; number 47, C, carries -0.803; number 48, Si, carries 0.398; number 49, C, carries 0.791; number 50, C, carries -0.296; number 51, C, carries -0.804; number 52, C, carries -0.464; number 53, C, carries -0.714; number 54, C, carries -0.399; number 55, H, carries 0.388; number 56, H, carries 0.422; number 57, H, carries 0.370; number 58, H, carries 0.535; number 59, H, carries 0.467; number 60, H, carries 0.083; number 61, H, carries 0.345; number 62, H, carries 0.421; number 63, H, carries 0.392; number 64, H, carries 0.429; number 65, H, carries 0.367

=====

Formula: C30H35N7O5PdS2
Source: the OMol25 dataset
Level of theory: ωB97M-V/def2-TZVPD

## Properties
Energy above the lowest of the compared OMol25 structures with the same formula, charge and spin ... 105.75 kJ/mol
Highest occupied orbital energy (spin up / spin down) ... -0.05 / -0.05 eV
Frontier orbital gap (spin up / spin down) ... 4.00 / 3.99 eV
Spin multiplicity ... 1
Net charge ... -2
DFT total energy ... -77498.2155 eV

```
80
C30H35N7O5PdS2 ωB97M-V/def2-TZVPD
Pd -0.400 -0.480 -0.145
C 3.600 3.166 4.995
C 2.327 2.528 4.501
C 1.734 2.944 3.313
C 0.571 2.350 2.846
C -0.024 1.333 3.575
C 0.546 0.915 4.771
C 1.716 1.507 5.225
S -1.430 0.470 2.869
O -2.093 1.465 2.035
O -2.192 0.014 4.027
N -0.864 -0.670 1.980
C -0.200 -1.758 2.692
C 0.579 -2.750 1.789
O 0.986 -3.772 2.376
O 0.766 -2.446 0.581
H 4.037 3.805 4.226
H 4.341 2.410 5.266
H 3.421 3.782 5.880
H 2.203 3.725 2.723
H 0.145 2.642 1.897
H 0.062 0.129 5.335
H 2.166 1.163 6.151
H -0.905 -2.341 3.290
H 0.560 -1.377 3.394
N -4.123 -0.194 0.614
C -3.915 -1.309 -0.154
C -4.747 -2.440 -0.047
C -4.501 -3.521 -0.864
C -3.449 -3.473 -1.773
C -2.685 -2.318 -1.807
N -2.914 -1.261 -1.035
H -4.522 -0.375 1.523
H -3.306 0.409 0.704
H -5.550 -2.452 0.679
H -5.120 -4.409 -0.785
H -3.208 -4.313 -2.410
H -1.821 -2.222 -2.458
S 3.312 2.515 -3.368
C 2.093 1.390 -2.791
C 0.736 1.707 -2.804
C -0.202 0.761 -2.434
N 0.129 -0.517 -2.048
C 1.480 -0.786 -1.980
C 2.453 0.103 -2.341
C 3.624 1.928 -5.018
C 4.922 1.683 -5.452
C 5.126 1.228 -6.745
N 4.150 0.991 -7.618
C 2.905 1.215 -7.182
C 2.591 1.679 -5.920
H 0.411 2.695 -3.111
H -1.263 0.974 -2.476
H 1.723 -1.770 -1.597
H 3.497 -0.182 -2.276
H 5.759 1.841 -4.783
H 6.135 1.032 -7.096
H 2.112 1.012 -7.896
H 1.562 1.826 -5.621
C 2.786 0.012 1.378
N 3.615 1.102 0.877
C 5.002 1.100 1.276
C 5.835 1.873 0.272
C 5.286 3.280 0.172
N 3.859 3.258 -0.030
C 3.268 4.472 -0.536
C 3.019 2.207 0.327
O 1.818 2.297 0.154
H 3.309 -0.932 1.219
H 1.851 -0.057 0.822
H 2.571 0.129 2.446
H 5.329 0.059 1.324
H 5.133 1.524 2.286
H 5.766 1.382 -0.702
H 6.884 1.901 0.576
H 5.744 3.813 -0.669
H 5.541 3.843 1.085
H 3.674 4.716 -1.522
H 3.466 5.315 0.140
H 2.196 4.323 -0.619
```

The net atomic charges from Mulliken, expressed in e, are: number 1, Pd, carries 0.183; number 2, C, carries -1.702; number 3, C, carries 1.179; number 4, C, carries -0.501; number 5, C, carries -0.228; number 6, C, carries -0.457; number 7, C, carries -0.603; number 8, C, carries -0.684; number 9, S, carries 1.335; number 10, O, carries -0.869; number 11, O, carries -0.852; number 12, N, carries 0.207; number 13, C, carries -0.268; number 14, C, carries -0.004; number 15, O, carries -0.824; number 16, O, carries -0.496; number 17, H, carries 0.317; number 18, H, carries 0.345; number 19, H, carries 0.409; number 20, H, carries 0.210; number 21, H, carries 0.477; number 22, H, carries 0.438; number 23, H, carries 0.340; number 24, H, carries 0.408; number 25, H, carries 0.054; number 26, N, carries -0.521; number 27, C, carries 0.580; number 28, C, carries -0.755; number 29, C, carries -0.141; number 30, C, carries -0.841; number 31, C, carries -0.048; number 32, N, carries -0.090; number 33, H, carries 0.268; number 34, H, carries 0.231; number 35, H, carries 0.297; number 36, H, carries 0.353; number 37, H, carries 0.376; number 38, H, carries 0.353; number 39, S, carries -0.171; number 40, C, carries 0.013; number 41, C, carries -0.313; number 42, C, carries -0.234; number 43, N, carries -0.708; number 44, C, carries -0.679; number 45, C, carries -0.379; number 46, C, carries 0.517; number 47, C, carries -0.287; number 48, C, carries -0.351; number 49, N, carries -0.656; number 50, C, carries -0.342; number 51, C, carries -0.396; number 52, H, carries 0.472; number 53, H, carries 0.423; number 54, H, carries 0.530; number 55, H, carries 0.432; number 56, H, carries 0.369; number 57, H, carries 0.339; number 58, H, carries 0.346; number 59, H, carries 0.378; number 60, C, carries -0.706; number 61, N, carries 0.824; number 62, C, carries -0.619; number 63, C, carries -0.640; number 64, C, carries -0.772; number 65, N, carries 0.908; number 66, C, carries -1.334; number 67, C, carries 0.004; number 68, O, carries -0.607; number 69, H, carries 0.486; number 70, H, carries -0.237; number 71, H, carries 0.230; number 72, H, carries 0.344; number 73, H, carries 0.172; number 74, H, carries 0.228; number 75, H, carries 0.383; number 76, H, carries 0.341; number 77, H, carries 0.259; number 78, H, carries 0.366; number 79, H, carries 0.287; number 80, H, carries 0.305

=====

- Look up the spin multiplicity of the second one.
  1

=====

- The highest DFT total energy belongs to which entry?
  C30H35N7O5PdS2

=====

- Among the records above, which one has the lowest energy above the lowest of the compared OMol25 structures with the same formula, charge and spin?
  C30H35N7O5PdS2

=====

- DFT total energy of number 1 (C26H23N5O6S3SiW)?
  -89278.5516 eV